[1]
C9H58NO21 | ωB97M-V/def2-TZVPD

Orbital gap ... 0.1607 hartree
Net charge ... -1

Each line ends with the Mulliken charge.
Cartesian coordinates (Å):
C (-2.09368, 0.82177, -0.93913)  -1.306
C (-0.62381, 1.21648, -0.49786)  1.606
C (-0.78470, 2.51529, 0.34756)  -1.208
C (-1.20091, 2.29385, 1.77210)  -0.756
C (-0.23205, 1.39759, 2.43028)  -1.307
C (-0.14011, 0.02860, 1.81960)  1.804
N (0.12967, 0.22655, 0.35456)  0.321
O (0.33288, -1.04354, -0.36835)  -0.885
C (-1.49898, -0.76406, 2.10849)  -1.623
C (1.06865, -0.61897, 2.50978)  -1.680
C (0.11216, 1.71846, -1.78540)  -1.577
H (-2.61898, 1.62932, -1.44905)  0.269
H (-2.73563, 0.45021, -0.14040)  0.186
H (-2.14082, 0.02342, -1.67974)  0.265
H (-1.55090, 3.15504, -0.09033)  0.371
H (0.02779, 3.24033, 0.39528)  0.386
H (-2.23044, 1.95567, 1.88954)  0.308
H (-1.22859, 3.24620, 2.30160)  0.420
H (-0.54973, 1.46183, 3.47098)  0.481
H (0.72484, 1.91501, 2.36151)  0.298
H (-2.38757, -0.43740, 1.56831)  0.293
H (-1.80513, -0.67947, 3.15119)  0.370
H (-1.40558, -1.78071, 1.72664)  0.225
H (2.05452, -0.25755, 2.21733)  0.337
H (1.05572, -1.70094, 2.37840)  0.209
H (1.13386, -0.37397, 3.56989)  0.366
H (1.12805, 2.00379, -1.51214)  0.290
H (-0.37655, 2.62244, -2.14882)  0.307
H (0.19874, 0.95860, -2.56208)  0.278
O (4.51424, -5.57112, 2.04078)  -0.655
H (4.84043, -5.27824, 1.18987)  0.324
H (3.63602, -5.19555, 2.10336)  0.333
O (0.64118, 7.82445, -0.34364)  -0.638
H (-0.28855, 7.71355, -0.14470)  0.319
H (1.04147, 8.04746, 0.49677)  0.318
O (6.49215, -0.05097, 3.38953)  -0.616
H (6.60167, -0.92383, 3.76681)  0.317
H (7.33934, 0.14570, 2.98973)  0.307
O (-1.41343, 0.00254, 8.22733)  -0.638
H (-0.96281, 0.84388, 8.30032)  0.319
H (-2.21921, 0.20240, 7.75090)  0.318
O (4.87820, -2.42616, -0.54280)  -0.651
H (5.22816, -1.85392, 0.14006)  0.302
H (3.93554, -2.26017, -0.53517)  0.348
O (-0.53706, -0.45556, -7.26044)  -0.663
H (0.06964, 0.17697, -6.87564)  0.324
H (-0.44717, -1.23688, -6.71483)  0.324
O (4.31923, 1.93242, 6.24851)  -0.637
H (5.17839, 1.79667, 6.64807)  0.313
H (4.27451, 1.28112, 5.54848)  0.321
O (-3.33281, 4.61155, -4.50267)  -0.637
H (-3.16139, 5.53820, -4.33491)  0.307
H (-2.98914, 4.16046, -3.73152)  0.327
O (5.19520, 1.42122, -0.19307)  -0.649
H (5.48985, 1.16521, 0.68093)  0.306
H (4.24209, 1.47089, -0.12002)  0.327
O (4.62170, 4.91022, -4.29750)  -0.628
H (4.30019, 5.67795, -4.77022)  0.314
H (4.41788, 5.09069, -3.37982)  0.317
O (-0.39077, -3.10504, -4.35036)  -0.633
H (-0.29125, -2.59594, -3.54590)  0.335
H (-0.79321, -3.92588, -4.06665)  0.306
O (4.71001, -0.47196, -4.31572)  -0.608
H (4.29395, -0.79952, -3.51832)  0.322
H (5.61886, -0.30973, -4.06295)  0.301
O (0.75763, -5.14964, 1.28915)  -0.637
H (0.24904, -5.14248, 2.10003)  0.303
H (0.46761, -4.36909, 0.81705)  0.320
O (-6.54819, 3.17292, -2.34960)  -0.639
H (-6.43526, 2.67152, -3.15711)  0.306
H (-6.46544, 2.52414, -1.65070)  0.320
O (-6.29478, -2.90222, -1.70434)  -0.628
H (-6.37980, -2.20799, -2.35783)  0.318
H (-7.14031, -3.35063, -1.71916)  0.312
O (-2.67882, -4.37867, -1.49272)  -0.640
H (-3.50289, -3.95818, -1.73834)  0.311
H (-2.05790, -3.65573, -1.40302)  0.309
O (2.90421, 1.63879, -6.55440)  -0.644
H (3.19005, 2.41454, -6.07197)  0.308
H (3.37098, 0.91303, -6.14012)  0.327
O (-1.25574, -5.44015, 4.59219)  -0.578
H (-0.43441, -5.79730, 4.92998)  0.301
H (-1.77627, -5.25478, 5.37380)  0.289
O (-6.78504, 0.77018, 0.31896)  -0.616
H (-6.54444, 0.65665, 1.23844)  0.309
H (-6.57654, -0.07017, -0.08918)  0.316
O (-4.15188, -5.36918, 1.75146)  -0.644
H (-3.29350, -5.13077, 2.10157)  0.300
H (-4.03413, -5.36174, 0.80156)  0.335

Atoms 1-6, force components in eV/Å:
0.289 -0.686 -0.220
-0.671 0.604 1.006
-1.127 0.703 -0.095
-0.836 0.651 -0.337
-0.177 1.047 0.845
-1.106 0.286 -1.069

=====

[2]
C9H62NO23 | ωB97M-V/def2-TZVPD

Orbital gap ... 0.1951 hartree
Net charge ... -1

Each line ends with the Mulliken charge.
Cartesian coordinates (Å):
C (-2.47033, 0.58963, 1.11918)  -1.396
C (-1.27815, -0.21533, 0.54371)  1.703
C (-1.73459, -0.22986, -0.99828)  -1.658
C (-0.60893, -0.58439, -2.04337)  -0.596
C (0.53891, 0.40049, -1.81036)  -1.377
C (1.16093, 0.23661, -0.35812)  3.101
N (0.05325, 0.49396, 0.65184)  1.665
O (0.49587, 0.69837, 2.00980)  -0.997
C (2.18975, 1.37756, -0.16578)  -2.091
C (1.79773, -1.12998, -0.22943)  -1.812
C (-1.37410, -1.71557, 1.01440)  -2.089
H (-2.34726, 0.70903, 2.19561)  -0.430
H (-3.49336, 0.27072, 0.91965)  0.675
H (-2.57226, 1.62520, 0.79467)  0.400
H (-2.14998, 0.71169, -1.35750)  0.344
H (-2.51424, -0.97516, -1.15561)  0.698
H (-1.13163, -0.47016, -2.99303)  0.126
H (-0.40700, -1.63965, -1.85966)  0.624
H (0.23305, 1.44656, -1.82713)  -0.118
H (1.27867, 0.17406, -2.57820)  0.372
H (1.87845, 2.39187, -0.41549)  0.095
H (3.06262, 1.16086, -0.78160)  0.005
H (2.77588, 1.23692, 0.74239)  0.574
H (2.84878, -1.13753, 0.05927)  0.280
H (1.73187, -1.64869, -1.18583)  0.354
H (1.35846, -1.80836, 0.50198)  0.064
H (-2.42000, -2.01970, 1.05533)  0.568
H (-1.11643, -1.77596, 2.07178)  0.354
H (-0.77804, -2.37996, 0.38877)  0.248
O (2.62186, -4.55640, 0.55790)  -0.582
H (3.08247, -5.03456, 1.24741)  0.258
H (1.72440, -4.47506, 0.88068)  0.424
O (-2.87244, -1.37258, -5.18806)  -0.662
H (-2.04013, -0.98884, -5.46418)  0.356
H (-2.63783, -1.96770, -4.47600)  0.377
O (-2.51908, -3.08929, -3.09565)  -0.766
H (-2.11329, -2.47970, -2.47923)  0.280
H (-2.12999, -3.93810, -2.88503)  0.312
O (-4.80971, 3.82717, -0.13522)  -0.694
H (-3.91586, 3.89119, -0.47161)  0.332
H (-4.99621, 4.69718, 0.21768)  0.326
O (-2.48779, -5.02080, 1.93326)  -0.715
H (-2.76803, -4.34399, 2.54939)  0.340
H (-2.73870, -5.84458, 2.35120)  0.257
O (-0.47978, 0.05228, -5.74002)  -0.650
H (-0.20221, 0.69604, -5.08828)  0.326
H (0.30767, -0.12225, -6.25547)  0.298
O (-4.13839, 3.67682, 2.57821)  -0.633
H (-4.59209, 3.35634, 1.79868)  0.351
H (-4.35429, 3.04068, 3.26008)  0.366
O (0.58064, -2.73726, -4.25484)  -0.604
H (-0.04686, -2.15462, -4.68264)  0.322
H (0.26221, -3.61840, -4.45086)  0.282
O (0.21149, -4.63310, 1.85694)  -0.645
H (-0.73242, -4.59633, 1.70228)  0.406
H (0.30450, -5.16314, 2.64854)  0.236
O (-0.27071, 3.53741, 0.33546)  -0.747
H (-0.26220, 2.60543, 0.55358)  0.232
H (-0.52498, 3.97208, 1.14949)  0.220
O (0.50407, 2.68750, -4.59988)  -0.656
H (0.39069, 3.04210, -3.71804)  0.346
H (1.44032, 2.77902, -4.77680)  0.300
O (-4.93260, -4.12296, 0.67592)  -0.638
H (-5.03765, -3.81223, -0.22333)  0.338
H (-3.98557, -4.19141, 0.79709)  0.329
O (-2.06322, 2.96637, 4.86880)  -0.658
H (-1.47648, 2.28449, 5.19591)  0.350
H (-2.65381, 2.50823, 4.27086)  0.274
O (5.30298, 1.48041, 3.37227)  -0.654
H (5.37327, 0.53688, 3.22721)  0.310
H (4.38471, 1.68296, 3.19344)  0.414
O (0.31131, 4.27753, -2.31266)  -0.668
H (1.11376, 4.79815, -2.27724)  0.348
H (0.25715, 3.86126, -1.45241)  0.243
O (5.77455, -1.89476, -1.50259)  -0.645
H (4.92293, -1.54068, -1.75872)  0.324
H (5.63855, -2.84139, -1.46219)  0.312
O (2.80765, 2.51988, 2.92342)  -0.778
H (2.28165, 2.04884, 2.27713)  0.316
H (3.00204, 3.36015, 2.50823)  0.330
O (4.83373, 2.19540, -2.77149)  -0.592
H (5.72879, 2.53148, -2.81787)  0.269
H (4.82091, 1.65507, -1.98148)  0.347
O (-0.93745, 0.35127, 4.96775)  -0.736
H (-0.62447, 0.39266, 4.06411)  0.324
H (-1.68938, -0.24010, 4.93444)  0.287
O (-4.53705, 1.17542, 3.92383)  -0.678
H (-5.31681, 0.66044, 3.71649)  0.270
H (-3.89921, 0.92473, 3.25558)  0.406
O (5.86217, 2.50383, -0.22459)  -0.583
H (5.39486, 2.10489, 0.50937)  0.329
H (6.68215, 2.81883, 0.15573)  0.268
O (2.61139, -1.00444, 2.94632)  -0.696
H (1.89871, -0.54712, 2.50004)  0.348
H (3.34494, -0.96228, 2.33283)  0.316

Atoms 1-6, force components in eV/Å:
0.493 0.974 1.382
-0.587 -0.129 -2.679
1.554 -0.462 -0.500
-1.768 1.107 2.021
0.354 -1.117 1.028
-1.430 0.829 0.318

=====

HOMO level values, unit eV, following the record order: -2.656 -3.810.
Lowest unoccupied orbital energy values, unit Ha, following the record order: 0.06308 0.05504.
Energy relative to the best compared isomer or geometry (same formula, charge and spin) values, unit kJ/mol, following the record order: 445.5 273.5.